{
  "formula": "C25H46O3P2PmS",
  "method": "ωB97M-V with the def2-TZVPD basis set",
  "s2": 6.010,
  "homo_energy_ev": [-9.6, -9.6],
  "molar_mass_g_mol": 633.66,
  "charge": 1,
  "e_lumo_ha": [-0.138, -0.134],
  "de_lowest_kcal_mol": 4.89,
  "spin_multiplicity": 5,
  "largest_force_ev_per_a": 1.6,
  "symbols": ["Pm", "C", "C", "C", "C", "C", "C", "H", "H", "H", "C", "H", "H", "H", "C", "H", "H", "H", "C", "H", "H", "H", "C", "H", "H", "H", "C", "C", "C", "C", "C", "C", "C", "C", "H", "H", "H", "H", "H", "H", "H", "H", "H", "H", "H", "H", "P", "P", "C", "C", "H", "H", "H", "H", "C", "H", "H", "H", "C", "H", "H", "H", "C", "H", "H", "H", "C", "H", "H", "H", "C", "S", "O", "O", "O", "H", "H", "H"],
  "coordinates": [[2.10685, -0.38781, 1.46660], [4.35928, 1.01924, 2.15523], [3.25589, 1.91596, 2.12230], [2.82861, 0.31893, 3.74117], [4.08878, 0.01898, 3.13068], [2.30755, 1.50705, 3.11307], [5.61512, 1.17657, 1.37907], [5.48890, 1.89029, 0.55487], [5.95573, 0.22495, 0.95378], [6.43265, 1.56433, 2.01128], [4.96147, -1.13920, 3.45643], [5.89974, -1.09605, 2.88636], [4.48333, -2.11167, 3.25165], [5.23382, -1.13083, 4.52216], [2.11797, -0.59041, 4.67578], [2.61676, -0.57923, 5.65514], [2.12116, -1.64147, 4.33638], [1.07769, -0.27997, 4.83324], [0.96555, 2.12235, 3.31434], [0.98016, 2.86985, 4.13011], [0.20631, 1.36949, 3.57427], [0.63136, 2.64974, 2.40829], [3.11717, 3.07129, 1.18697], [3.31592, 4.05134, 1.67170], [2.10050, 3.12834, 0.76414], [3.82079, 2.98118, 0.35042], [1.32636, -0.30993, -2.08999], [2.10546, 0.77597, -2.08016], [1.69870, 2.21220, -2.07049], [0.21676, 2.50508, -1.74612], [-0.25707, 2.07128, -0.40269], [-0.67707, 0.87462, 0.04019], [-0.80540, -0.42166, -0.70914], [-0.15973, -0.41365, -2.10554], [1.91623, 2.65767, -3.05789], [-0.41548, 2.14960, -2.56217], [2.34614, 2.75088, -1.36379], [-0.59212, 0.37596, -2.72076], [1.81705, -1.28695, -2.08800], [3.18691, 0.59035, -2.08309], [-0.41363, -1.36794, -2.59696], [-0.38447, -1.26580, -0.10656], [-0.98948, 0.80224, 1.09413], [-1.88402, -0.69129, -0.82316], [0.13236, 3.60314, -1.76128], [-0.19148, 2.87316, 0.34296], [-3.97021, -1.05716, -2.04834], [-6.22809, -0.79350, -0.08426], [-5.69686, -1.21991, -2.79752], [-6.71435, -1.56904, -1.73132], [-5.65253, -1.99331, -3.57211], [-5.93993, -0.26748, -3.28468], [-7.71604, -1.21480, -2.00232], [-6.76973, -2.65294, -1.57034], [-7.63305, -1.56177, 0.83744], [-7.67613, -1.12917, 1.84030], [-7.45974, -2.63829, 0.92236], [-8.58655, -1.38854, 0.32877], [-7.05534, 0.83142, -0.42143], [-8.04694, 0.67725, -0.86702], [-6.43661, 1.43289, -1.09713], [-7.16606, 1.36247, 0.53132], [-3.31183, -2.61847, -2.78514], [-2.22689, -2.69132, -2.63409], [-3.55357, -2.65869, -3.85668], [-3.79854, -3.46210, -2.27399], [-3.41201, 0.22309, -3.24832], [-4.00987, 1.13167, -3.08969], [-3.54735, -0.13032, -4.27884], [-2.35948, 0.47696, -3.08231], [6.01044, -2.29608, -0.11717], [4.27028, -2.38816, -0.56299], [4.09868, -1.80863, -1.88184], [3.77304, -3.72612, -0.30913], [3.70259, -1.42614, 0.49579], [6.55444, -3.00057, -0.75752], [6.12441, -2.57376, 0.94035], [6.36874, -1.27765, -0.29708]]
}

***

{
  "formula": "C25H46P2Ti",
  "method": "ωB97M-V with the def2-TZVPD basis set",
  "homo_energy_ev": -13.9,
  "molar_mass_g_mol": 456.46,
  "charge": 2,
  "e_lumo_ha": -0.276,
  "de_lowest_kcal_mol": 0.00,
  "largest_force_ev_per_a": 2.1,
  "symbols": ["Ti", "C", "C", "C", "C", "C", "C", "H", "H", "H", "C", "H", "H", "H", "C", "H", "H", "H", "C", "H", "H", "H", "C", "H", "H", "H", "C", "C", "C", "C", "C", "C", "C", "C", "H", "H", "H", "H", "H", "H", "H", "H", "H", "H", "H", "H", "P", "P", "C", "C", "H", "H", "H", "H", "C", "H", "H", "H", "C", "H", "H", "H", "C", "H", "H", "H", "C", "H", "H", "H", "C", "H", "H", "H"],
  "coordinates": [[-0.08349, -0.07731, 1.82916], [-0.78334, -1.95404, 2.82832], [0.59575, -2.06126, 2.38687], [0.50872, -0.51509, 4.14388], [-0.81520, -1.00818, 3.92415], [1.39252, -1.14764, 3.19676], [-1.93277, -2.78552, 2.37480], [-1.70243, -3.28140, 1.42510], [-2.83129, -2.16784, 2.23844], [-2.18055, -3.56181, 3.11721], [-1.98844, -0.75972, 4.80633], [-2.92348, -1.03686, 4.31433], [-2.04558, 0.29675, 5.09019], [-1.90481, -1.34929, 5.73134], [0.95468, 0.34830, 5.27957], [1.05033, -0.24247, 6.20402], [0.24623, 1.15915, 5.48629], [1.92824, 0.79901, 5.07077], [2.87723, -1.09305, 3.24900], [3.26076, -1.68688, 4.09784], [3.23959, -0.06390, 3.39283], [3.32885, -1.48926, 2.33349], [1.14244, -3.05170, 1.42804], [1.50784, -3.94816, 1.95387], [1.99020, -2.63467, 0.87083], [0.39187, -3.38107, 0.70460], [-1.89292, 0.78789, -3.93097], [-1.86865, -0.53793, -4.13743], [-1.03973, -1.22424, -5.18770], [0.36996, -0.63277, -5.43190], [1.09005, -0.10251, -4.21935], [1.09240, 1.19745, -3.88523], [0.17560, 2.24871, -4.44788], [-1.23248, 1.76438, -4.86638], [-1.57367, -1.22007, -6.15473], [0.30548, 0.13485, -6.22313], [-0.92697, -2.28897, -4.91941], [-1.17672, 1.35187, -5.88649], [-2.56088, 1.20938, -3.16563], [-2.61113, -1.17845, -3.64949], [-1.87386, 2.65390, -4.96538], [0.06138, 3.04584, -3.68440], [1.86297, 1.58549, -3.21272], [0.63235, 2.73343, -5.32567], [0.97483, -1.43854, -5.88117], [1.73960, -0.81502, -3.69298], [-1.26743, -0.00290, -0.32424], [1.68904, 1.28891, 0.79239], [-0.33963, 1.29863, -1.22019], [0.74968, 2.13998, -0.51058], [-1.07383, 1.96727, -1.68742], [0.09816, 0.71109, -2.02998], [1.49485, 2.48260, -1.25050], [0.28663, 3.04380, -0.07605], [2.43032, 2.60096, 1.80247], [3.05524, 2.15439, 2.58829], [1.64157, 3.17954, 2.30127], [3.03789, 3.27159, 1.17835], [3.06084, 0.40627, 0.00203], [3.54399, 1.04101, -0.75100], [2.71409, -0.52220, -0.47315], [3.78742, 0.12817, 0.77796], [-3.01948, 0.45369, -0.32897], [-3.57425, -0.29495, 0.25773], [-3.44144, 0.50614, -1.34174], [-3.12683, 1.42686, 0.17309], [-1.02146, -1.57379, -1.19258], [-0.00084, -1.94941, -1.02514], [-1.17120, -1.50817, -2.27196], [-1.73552, -2.29960, -0.78122], [-1.01593, 1.65757, 2.54621], [-0.39819, 1.98519, 3.40895], [-1.99271, 1.31572, 2.95275], [-1.18250, 2.51081, 1.87323]]
}

***

{
  "formula": "C25H47Br2NO3Si2Ti",
  "method": "ωB97M-V with the def2-TZVPD basis set",
  "s2": 0.754,
  "homo_energy_ev": [-9.8, -10.2],
  "molar_mass_g_mol": 673.50,
  "charge": 1,
  "e_lumo_ha": [-0.114, -0.114],
  "spin_multiplicity": 2,
  "largest_force_ev_per_a": 2.2,
  "symbols": ["O", "O", "C", "C", "H", "H", "H", "H", "H", "C", "C", "H", "H", "H", "H", "H", "C", "C", "C", "H", "H", "H", "H", "H", "C", "H", "H", "H", "H", "H", "H", "Ti", "C", "Si", "H", "H", "C", "C", "C", "C", "Si", "H", "H", "C", "C", "C", "H", "H", "H", "H", "H", "H", "H", "H", "H", "H", "H", "H", "H", "H", "H", "H", "H", "H", "Br", "C", "C", "C", "Br", "C", "C", "C", "C", "N", "C", "C", "O", "H", "H", "H", "H"],
  "coordinates": [[2.32825, -0.22881, -1.50362], [-0.96477, 3.50101, -1.06068], [3.29276, 0.67584, -0.90627], [4.55608, -0.07785, -0.54323], [2.80114, 1.10448, -0.01367], [3.53236, 1.51577, -1.57939], [4.35061, -0.87165, 0.18082], [5.26552, 0.62446, -0.10021], [5.02516, -0.51988, -1.43209], [1.92405, -0.01990, -2.87506], [2.31626, 1.30424, -3.50296], [0.82594, -0.13941, -2.87517], [2.33745, -0.86752, -3.44444], [1.92019, 2.14981, -2.92645], [1.88916, 1.35103, -4.51103], [3.40252, 1.40444, -3.61122], [-1.91098, 3.43058, -2.27495], [0.00967, 4.60956, -0.88959], [-1.18509, 2.86767, -3.46280], [-2.23781, 4.45879, -2.41213], [-2.71990, 2.80079, -1.91667], [-0.70701, 3.66020, -4.04365], [-1.89094, 2.36730, -4.12803], [-0.41659, 2.13082, -3.19850], [0.26746, 5.28412, -2.20032], [0.91176, 4.13806, -0.49932], [-0.41852, 5.28097, -0.13858], [0.77526, 4.60516, -2.90165], [0.93585, 6.13469, -2.03998], [-0.63870, 5.67260, -2.68286], [-1.25800, 3.00598, -0.20145], [0.30613, -0.97309, 0.70741], [-0.58226, 1.17072, 0.39347], [-0.72886, 2.02030, 2.04311], [0.28804, 1.36466, -0.24540], [-1.47168, 0.92332, -0.18922], [0.75246, 3.11970, 2.40583], [-0.90302, 0.91024, 3.55456], [-2.32690, 3.02675, 2.01998], [1.10724, -2.46610, -0.28004], [-0.15812, -3.10066, -1.48378], [1.52335, -3.20094, 0.43957], [1.97417, -2.00298, -0.80251], [0.67381, -3.44614, -3.13216], [-1.54026, -1.87979, -1.85958], [-0.88604, -4.70432, -0.83794], [-2.63915, 3.40446, 1.03974], [-2.24360, 3.88562, 2.70057], [-3.14187, 2.39091, 2.39584], [1.64818, 2.50259, 2.56142], [0.56923, 3.67933, 3.33528], [0.97401, 3.85004, 1.61833], [0.03623, 0.41529, 3.84153], [-1.67624, 0.14325, 3.41552], [-1.21845, 1.54757, 4.39859], [-1.69473, -1.95392, -2.94933], [-1.34565, -0.81832, -1.63025], [-2.47550, -2.18603, -1.36971], [-1.44153, -5.19472, -1.65179], [-1.56269, -4.55862, 0.01496], [-0.06764, -5.36929, -0.52567], [0.14297, -4.27598, -3.61973], [1.72147, -3.73363, -2.97751], [0.63898, -2.56551, -3.78789], [2.75977, -2.06999, 4.85082], [1.10768, -2.77521, 4.25798], [0.41756, -3.80519, 4.91241], [-0.83356, -4.23772, 4.47615], [-1.70888, -5.66136, 5.41863], [-1.49788, -3.64400, 3.35644], [-2.78324, -3.93957, 2.86037], [-3.32882, -3.15908, 1.85485], [-2.57775, -2.13194, 1.27202], [-1.28214, -1.92103, 1.61773], [-0.76188, -2.62828, 2.68591], [0.53640, -2.22015, 3.10766], [1.16577, -1.29325, 2.35696], [0.88020, -4.25572, 5.77968], [-3.32966, -4.75829, 3.31820], [-4.34865, -3.32259, 1.50386], [-2.98614, -1.45467, 0.52231]]
}

***

{
  "formula": "C25H47N3O2S",
  "method": "ωB97M-V with the def2-TZVPD basis set",
  "homo_energy_ev": -9.7,
  "smiles": "CCCCCCCCCCCCCCC[C@](C#N)(CC#N)CNC.O=S1(=O)CCCC1",
  "molar_mass_g_mol": 453.74,
  "charge": 0,
  "e_lumo_ha": 0.018,
  "largest_force_ev_per_a": 4.1,
  "symbols": ["C", "C", "C", "C", "C", "C", "C", "C", "C", "C", "C", "C", "C", "C", "C", "C", "C", "N", "C", "C", "N", "C", "N", "C", "H", "H", "H", "H", "H", "H", "H", "H", "H", "H", "H", "H", "H", "H", "H", "H", "H", "H", "H", "H", "H", "H", "H", "H", "H", "H", "H", "H", "H", "H", "H", "H", "H", "H", "H", "H", "H", "H", "H", "O", "S", "O", "C", "C", "C", "C", "H", "H", "H", "H", "H", "H", "H", "H"],
  "coordinates": [[0.46002, 5.35874, 2.18261], [1.09924, 3.99708, 2.49855], [0.57197, 2.87800, 1.59381], [1.47888, 2.48360, 0.43146], [2.88174, 2.05071, 0.84303], [3.75086, 1.54877, -0.31263], [3.79819, 0.03199, -0.53828], [2.47853, -0.71040, -0.34929], [2.30098, -1.30794, 1.05235], [0.83895, -1.64606, 1.37707], [0.38101, -1.17629, 2.76400], [-0.93840, -0.35569, 2.71001], [-2.15326, -1.25246, 2.91160], [-3.42288, -0.76930, 2.20632], [-3.24956, -0.56819, 0.71061], [-4.32865, 0.34283, 0.10346], [-5.64417, -0.15890, 0.49761], [-6.73096, -0.49579, 0.81064], [-4.32423, 0.22726, -1.43911], [-2.98613, 0.21732, -2.00666], [-1.86564, 0.22830, -2.36328], [-4.20832, 1.79170, 0.56025], [-3.05791, 2.46398, -0.04166], [-3.03392, 3.85539, 0.43048], [-0.59285, 5.20337, 1.98808], [0.93847, 5.84615, 1.34260], [0.56811, 6.00431, 3.04690], [2.17423, 4.10787, 2.45452], [0.80620, 3.76392, 3.51680], [-0.34649, 3.24983, 1.14403], [0.27079, 2.00112, 2.15354], [1.58117, 3.33352, -0.24103], [0.96473, 1.71593, -0.13813], [3.36589, 2.93657, 1.24059], [2.82474, 1.35344, 1.67195], [3.48849, 2.07010, -1.22610], [4.76933, 1.85891, -0.09214], [4.55962, -0.46254, 0.05760], [4.08835, -0.12020, -1.57257], [1.61558, -0.12935, -0.65257], [2.50285, -1.56385, -1.02066], [2.87605, -2.22833, 1.04412], [2.74875, -0.69095, 1.82228], [0.75591, -2.72905, 1.37271], [0.16846, -1.30346, 0.59616], [0.17124, -2.03903, 3.38522], [1.12542, -0.57480, 3.27397], [-0.87251, 0.41916, 3.46606], [-0.94111, 0.12994, 1.74080], [-2.37073, -1.25174, 3.97634], [-1.94983, -2.28916, 2.66922], [-4.18614, -1.52707, 2.35115], [-3.77060, 0.11869, 2.72096], [-2.30393, -0.10962, 0.45072], [-3.27330, -1.53186, 0.21227], [-4.80790, -0.69524, -1.73315], [-4.90359, 1.02750, -1.88625], [-4.07770, 1.87281, 1.63068], [-5.14181, 2.31038, 0.31315], [-3.21078, 2.52703, -1.04054], [-3.97715, 4.36047, 0.20964], [-2.22669, 4.37426, -0.06908], [-2.86980, 3.89052, 1.50004], [3.29320, -2.24536, -3.03662], [3.13622, -3.66599, -2.87189], [3.78132, -4.37641, -1.79808], [1.39215, -4.06273, -2.88888], [1.07116, -4.27165, -4.36569], [2.23729, -5.09232, -4.93705], [3.53871, -4.44927, -4.43851], [0.83238, -3.25105, -2.42858], [1.25912, -4.98199, -2.31950], [0.11667, -4.77863, -4.49674], [1.01272, -3.30688, -4.87358], [2.17116, -6.11991, -4.57463], [2.21102, -5.12730, -6.02490], [4.32572, -5.18003, -4.27315], [3.88997, -3.67229, -5.11405]]
}